# C36H74FN4O6S

4 unconnected molecules or ions with the total composition C36H74FN4O6S (the ωB97M-V functional and the def2-TZVPD basis, the Open Molecules 2025 dataset).

Bonds (Å) are listed after each position.
Element x y z (Å)
1 S 4.84993 3.51168 -2.61233  F2 1.580, O6 1.414, O7 1.417, N9 1.620
2 F 5.29728 2.57709 -1.41947  S1 1.580
3 O -1.21426 5.97372 -1.28491  C19 1.405, C25 1.417
4 O -1.80279 2.24716 3.11935  N12 1.278
5 O 2.76371 -4.49869 -2.41752  N11 1.279
6 O 3.58246 3.01244 -2.99057  S1 1.414
7 O 5.94413 3.57054 -3.51089  S1 1.417
8 O -4.53363 -2.80066 0.25247  N10 1.278
9 N 4.72234 4.94242 -1.86228  S1 1.620, C38 1.477, H82 1.012
10 N -3.71613 -3.72116 -0.08945  O8 1.278, C17 1.503, C42 1.509
11 N 2.46886 -3.59006 -3.26773  O5 1.279, C26 1.508, C41 1.499
12 N -1.86178 1.71341 4.27925  O4 1.278, C30 1.506, C46 1.504
13 C -3.28470 -3.80916 2.30896  C42 1.523, H63 1.091, H68 1.092, H87 1.086
14 C -0.23127 3.47707 4.78123  C46 1.523, H66 1.093, H90 1.087, H121 1.090
15 C 4.49671 -2.76762 -5.14690  C28 1.525, C47 1.526, H77 1.092, H111 1.093
16 C 2.22040 -1.09681 -3.43108  C41 1.542, H71 1.091, H75 1.091, H96 1.084
17 C -3.35200 -3.71824 -1.54723  N10 1.503, C27 1.544, C29 1.540, C43 1.526
18 C -4.18090 1.96078 5.02928  C30 1.533, C34 1.524, H49 1.093, H101 1.094
19 C -0.16139 6.82430 -1.66202  O3 1.405, H89 1.099, H92 1.097, H107 1.089
20 C -2.39416 3.43553 5.97633  C34 1.523, C46 1.543, H57 1.093, H115 1.094
21 C 1.32179 2.17461 -0.01502  C39 1.534, C40 1.537, H98 1.094, H103 1.093
22 C -2.96371 -0.17019 5.56433  C30 1.530, H70 1.091, H99 1.086, H120 1.091
23 C 3.36008 -2.13542 -1.50351  C41 1.526, H52 1.093, H72 1.091, H112 1.087
24 C 2.53555 4.26042 1.18478  C31 1.539, C40 1.557, H79 1.094, H80 1.092
25 C -0.81689 4.87213 -0.48671  O3 1.417, C44 1.521, H64 1.100, H106 1.093
26 C 2.38556 -4.09945 -4.68473  N11 1.508, C36 1.530, C37 1.524, C47 1.532
27 C -3.12402 -5.15243 -2.07139  C17 1.544, H53 1.090, H84 1.083, H110 1.091
28 C 4.49724 -2.25364 -3.71099  C15 1.525, C41 1.541, H83 1.093, H116 1.094
29 C -2.11759 -2.81685 -1.73405  C17 1.540, C45 1.524, H65 1.094, H119 1.094
30 C -3.13539 0.95255 4.53911  N12 1.506, C18 1.533, C22 1.530, C35 1.522
31 C 2.85659 4.87049 -0.19109  C24 1.539, C38 1.532, H69 1.090, H95 1.090
32 C -2.09199 -5.42138 0.87153  C42 1.530, H60 1.086, H73 1.091, H105 1.091
33 C -1.52366 -2.98381 0.70642  C42 1.531, C45 1.525, H81 1.094, H94 1.095
34 C -3.71520 2.73144 6.25836  C18 1.524, C20 1.523, H59 1.092, H78 1.093
35 C -3.59728 0.32096 3.23349  C30 1.522, H91 1.091, H97 1.091, H109 1.086
36 C 1.48664 -3.24279 -5.57799  C26 1.530, H56 1.091, H76 1.086, H85 1.091
37 C 1.79053 -5.50181 -4.63742  C26 1.524, H74 1.091, H93 1.086, H108 1.092
38 C 4.35872 5.04889 -0.43518  N9 1.477, C31 1.532, H102 1.090, H104 1.092
39 C -0.11884 2.41906 -0.48056  C21 1.534, C44 1.532, H86 1.098, H88 1.093
40 C 1.77073 2.90581 1.26024  C21 1.537, C24 1.557, H51 1.094, H122 1.092
41 C 3.12772 -2.26923 -3.00529  N11 1.499, C16 1.542, C23 1.526, C28 1.541
42 C -2.64751 -3.99787 0.93876  N10 1.509, C13 1.523, C32 1.530, C33 1.531
43 C -4.51800 -3.11501 -2.32539  C17 1.526, H54 1.092, H61 1.086, H113 1.090
44 C -0.42979 3.66079 -1.32194  C25 1.521, C39 1.532, H58 1.095, H67 1.093
45 C -0.99588 -3.02885 -0.72388  C29 1.524, C33 1.525, H100 1.093, H114 1.093
46 C -1.27781 2.54947 5.38467  N12 1.504, C14 1.523, C20 1.543, C48 1.543
47 C 3.81280 -4.12833 -5.23959  C15 1.526, C26 1.532, H50 1.094, H55 1.093
48 C -0.58714 1.67240 6.44971  C46 1.543, H62 1.090, H117 1.091, H118 1.084
49 H -5.10707 1.41790 5.23557  C18 1.093
50 H 4.38893 -4.86467 -4.67138  C47 1.094
51 H 0.88410 3.06580 1.88003  C40 1.094
52 H 3.73905 -1.12665 -1.32222  C23 1.093
53 H -3.92866 -5.42758 -2.75323  C27 1.090
54 H -4.29136 -3.20321 -3.39041  C43 1.092
55 H 3.77256 -4.47661 -6.27519  C47 1.093
56 H 1.40269 -3.74245 -6.54435  C36 1.091
57 H -2.00040 3.89334 6.88739  C20 1.093
58 H 0.39982 3.90442 -1.99423  C44 1.095
59 H -4.46262 3.48383 6.51789  C34 1.092
60 H -1.52600 -5.63163 -0.03116  C32 1.086
61 H -4.67520 -2.06866 -2.08045  C43 1.086
62 H 0.49231 1.81632 6.40188  C48 1.090
63 H -4.14680 -4.46798 2.42015  C13 1.091
64 H -0.00517 5.16715 0.19428  C25 1.100
65 H -2.44385 -1.77385 -1.67790  C29 1.094
66 H 0.22607 4.03864 5.59996  C14 1.093
67 H -1.28515 3.44220 -1.96595  C44 1.093
68 H -2.55593 -4.05738 3.08316  C13 1.092
69 H 2.38684 5.85098 -0.26955  C31 1.090
70 H -3.90209 -0.72450 5.61030  C22 1.091
71 H 2.75613 -0.35783 -4.02882  C16 1.091
72 H 2.42460 -2.25626 -0.95578  C23 1.091
73 H -2.89332 -6.15627 0.96317  C32 1.091
74 H 0.81512 -5.48802 -4.14895  C37 1.091
75 H 1.83965 -0.58238 -2.54784  C16 1.091
76 H 1.87097 -2.24400 -5.76132  C36 1.086
77 H 5.53108 -2.86107 -5.48350  C15 1.092
78 H -3.63423 2.07165 7.12633  C34 1.093
79 H 3.47743 4.13785 1.72685  C24 1.094
80 H 1.97846 4.99727 1.76639  C24 1.092
81 H -0.72320 -3.18122 1.42482  C33 1.094
82 H 5.52909 5.49411 -2.12668  N9 1.012
83 H 4.87743 -1.23002 -3.67110  C28 1.093
84 H -3.12068 -5.89526 -1.28312  C27 1.083
85 H 0.48488 -3.15847 -5.15323  C36 1.091
86 H -0.76619 2.41794 0.40594  C39 1.098
87 H -3.61916 -2.78617 2.45635  C13 1.086
88 H -0.41765 1.54549 -1.06595  C39 1.093
89 H 0.32831 7.26405 -0.78231  C19 1.099
90 H -0.67516 4.18268 4.08369  C14 1.087
91 H -2.83750 -0.34606 2.82331  C35 1.091
92 H 0.59669 6.30957 -2.26497  C19 1.097
93 H 2.43190 -6.19168 -4.09717  C37 1.086
94 H -1.90659 -1.98048 0.91935  C33 1.095
95 H 2.44313 4.27969 -1.00801  C31 1.090
96 H 1.34650 -1.40880 -3.99112  C16 1.084
97 H -4.49516 -0.26495 3.43743  C35 1.091
98 H 2.02361 2.32741 -0.84081  C21 1.094
99 H -2.74302 0.17802 6.56927  C22 1.086
100 H -0.46590 -3.96490 -0.91934  C45 1.093
101 H -4.39141 2.66253 4.21678  C18 1.094
102 H 4.68536 6.04937 -0.15107  C38 1.090
103 H 1.37880 1.10688 0.21367  C21 1.093
104 H 4.93525 4.34008 0.16206  C38 1.092
105 H -1.41415 -5.55308 1.71620  C32 1.091
106 H -1.68049 4.61846 0.13307  C25 1.093
107 H -0.59159 7.62634 -2.26002  C19 1.089
108 H 1.66216 -5.86076 -5.66020  C37 1.092
109 H -3.83390 1.06804 2.48111  C35 1.086
110 H -2.18221 -5.23360 -2.61641  C27 1.091
111 H 4.02308 -2.04762 -5.81949  C15 1.093
112 H 4.07738 -2.85487 -1.11809  C23 1.087
113 H -5.43992 -3.65862 -2.11907  C43 1.090
114 H -0.25862 -2.23318 -0.85455  C45 1.093
115 H -2.58359 4.24939 5.27054  C20 1.094
116 H 5.18310 -2.87082 -3.12323  C28 1.094
117 H -0.91358 1.93409 7.45717  C48 1.091
118 H -0.76400 0.61358 6.30217  C48 1.084
119 H -1.74543 -2.97367 -2.75031  C29 1.094
120 H -2.17907 -0.86194 5.25329  C22 1.091
121 H 0.55739 2.93127 4.26284  C14 1.090
122 H 2.40006 2.21509 1.82494  C40 1.092

Results
Kohn-Sham gap (spin up / spin down)	8.21 / 9.53	eV
multiplicity	4
⟨S²⟩	3.76
total charge	0
electronic energy	-70325.15357	eV